[1]
The following is a DFT calculation (wB97M-V/def2-TZVPD) of a 9-piece molecular cluster, C34H99N8O10 overall at a distorted geometry.

Cartesian coordinates (Å):
C  -16.49877  0.37921  10.43801
C  -16.22619  1.04865  9.06418
C  -16.33302  2.58746  9.04188
O  -16.03890  3.01865  7.70676
C  -16.57543  4.28008  7.32536
N  -14.85771  0.66533  8.51888
H  -14.67534  -0.32391  8.60973
H  -14.60475  1.00637  7.60247
H  -14.09063  1.01906  9.07256
H  -16.14861  -0.64678  10.55133
H  -17.55451  0.50226  10.67959
H  -15.94849  0.85523  11.24961
H  -16.94932  0.66144  8.34637
H  -15.71920  3.02624  9.82852
H  -17.37474  2.85099  9.22480
H  -17.66127  4.34438  7.25531
H  -16.14172  4.52306  6.35533
H  -16.15013  5.03625  7.98523
C  -19.31546  1.75765  0.79394
C  -19.72958  2.25145  2.22272
C  -18.59647  2.71692  3.13141
O  -17.92085  3.80768  2.54692
C  -16.82888  4.35408  3.26062
N  -20.84071  3.29240  2.21694
H  -20.85336  3.86443  3.04924
H  -20.63997  3.95369  1.48039
H  -21.74509  2.88680  2.02282
H  -18.58569  0.95746  0.91735
H  -18.70186  2.47267  0.24590
H  -20.16297  1.56002  0.13761
H  -20.28993  1.44069  2.68833
H  -18.02836  1.78703  3.10592
H  -18.92792  2.79754  4.16666
H  -16.41106  5.08450  2.56779
H  -15.94482  3.71898  3.31707
H  -17.14416  4.81731  4.19556
C  -9.19838  8.30002  4.73342
C  -9.73563  7.31984  3.58174
C  -10.19915  5.91835  3.92331
O  -10.84939  5.17150  2.89816
C  -10.00033  4.57464  2.06563
N  -10.83125  8.00510  2.74043
H  -10.42546  8.82294  2.30849
H  -11.14247  7.41134  1.98499
H  -11.63711  8.25714  3.29466
H  -8.36414  8.04109  5.38541
H  -10.03517  8.50863  5.40003
H  -8.93707  9.24955  4.26629
H  -8.95097  7.15429  2.84350
H  -10.92862  6.03666  4.72454
H  -9.44249  5.30157  4.40822
H  -10.54856  3.99273  1.32473
H  -9.36534  3.96297  2.70653
H  -9.34413  5.26230  1.53213
C  -17.64367  7.76795  2.49470
C  -18.77653  7.17323  3.35222
C  -18.68988  7.55604  4.86951
O  -18.73160  8.96739  4.92572
C  -18.62270  9.48265  6.24595
N  -20.04305  7.73465  2.70511
H  -20.06723  8.73850  2.81373
H  -20.08826  7.49852  1.72414
H  -20.84238  7.33660  3.17705
H  -16.66220  7.51419  2.89522
H  -17.69925  8.85317  2.58027
H  -17.70602  7.24980  1.53777
H  -18.99504  6.11244  3.22938
H  -17.78691  7.14438  5.32036
H  -19.57981  7.21063  5.39564
H  -17.54285  9.51044  6.39174
H  -19.09845  8.83416  6.98162
H  -18.97533  10.51304  6.20059
C  -12.58016  5.39405  9.08346
C  -13.26159  6.63221  9.83289
C  -14.32615  6.31792  10.93042
O  -14.74962  7.51405  11.51262
C  -15.65296  7.51840  12.62529
N  -12.16622  7.48457  10.48456
H  -12.24589  8.45543  10.21775
H  -12.10904  7.53437  11.49171
H  -11.23926  7.25872  10.15315
H  -12.06524  5.75003  8.19114
H  -13.31914  4.60821  8.92702
H  -11.81081  4.98670  9.73940
H  -13.83028  7.29634  9.18202
H  -13.84509  5.66611  11.65969
H  -15.12883  5.67998  10.56051
H  -16.46224  6.80518  12.46882
H  -16.19235  8.45727  12.75046
H  -15.17720  7.41184  13.60018
C  -16.36451  11.43634  11.05527
C  -16.16746  10.24796  10.10527
C  -17.44367  9.40055  10.00383
O  -17.21974  8.44826  9.04867
C  -18.05157  7.35450  9.13443
N  -15.73872  10.86762  8.78984
H  -14.81024  11.26450  8.81235
H  -15.76513  10.20098  8.03156
H  -16.31444  11.67408  8.59424
H  -16.99094  12.21359  10.61757
H  -15.43596  11.91618  11.36457
H  -16.84973  11.17003  11.99428
H  -15.29504  9.73610  10.51144
H  -18.36474  9.94974  9.80857
H  -17.57197  8.91529  10.97139
H  -17.84689  6.56341  8.41305
H  -19.04559  7.68262  8.83051
H  -18.11208  6.88401  10.11580
C  -11.30167  12.64168  6.15839
C  -10.52318  11.50509  6.86301
C  -9.67484  11.85931  8.08409
O  -9.09681  10.68217  8.52661
C  -8.24848  10.88804  9.68267
N  -11.45764  10.35564  7.06660
H  -12.02782  10.70994  7.82123
H  -12.08260  10.01501  6.35001
H  -10.97615  9.59992  7.53259
H  -12.00236  13.07806  6.87023
H  -11.72621  12.31868  5.20785
H  -10.53269  13.36489  5.88685
H  -9.76043  11.10226  6.19665
H  -10.22635  12.42169  8.83754
H  -8.84555  12.43728  7.67625
H  -7.43450  11.61266  9.66075
H  -7.67611  10.00025  9.95158
H  -8.87406  11.18195  10.52550
C  -16.21263  11.14577  4.47151
C  -15.18503  11.99418  3.76935
C  -14.71600  13.12332  4.59756
O  -13.74603  13.83706  3.80155
C  -13.57765  15.12296  4.37915
N  -14.02212  11.11133  3.26814
H  -13.24722  11.65945  2.92291
H  -13.59539  10.63932  4.05250
H  -14.28693  10.42118  2.57990
H  -17.06514  11.65297  4.92327
H  -15.74755  10.63767  5.31628
H  -16.55155  10.38739  3.76575
H  -15.63499  12.41697  2.87108
H  -14.27403  12.77751  5.53200
H  -15.63032  13.69531  4.75554
H  -12.93284  15.79931  3.81800
H  -13.19708  15.15521  5.40004
H  -14.55435  15.58222  4.53158
C  -14.34418  6.80329  5.68017
C  -13.90115  8.30517  5.72370
O  -13.00447  8.69771  4.99399
O  -14.48120  9.03627  6.53718
H  -14.26557  6.25635  6.61973
H  -13.87148  6.20395  4.90206
H  -15.38282  6.93681  5.37765

Calculated values
ΔE to the lowest compared entry with this formula, charge and spin in kJ/mol: 247.98
Total charge: +7
HOMO level in eV: -23.1
Spin multiplicity: 1
E in eV: -69175.40935

[2]
The following is a DFT calculation (wB97M-V/def2-TZVPD) of a 19-piece molecular cluster, C35H108O35S8 overall at a distorted geometry.

Cartesian coordinates (Å):
O  -5.93884  -12.31665  2.98530
S  -5.04020  -11.29587  2.40565
O  -3.91429  -10.76555  3.20394
O  -4.44027  -11.80907  0.93290
C  -3.26281  -11.09486  0.49221
C  -2.80299  -11.62868  -0.88428
C  -6.03544  -9.90309  1.80120
H  -2.45546  -11.16985  1.22068
H  -3.53367  -10.04792  0.35566
H  -1.80894  -11.27919  -1.16325
H  -3.40976  -11.26024  -1.71143
H  -2.79683  -12.71311  -0.99403
H  -6.94167  -10.26181  1.31318
H  -5.44241  -9.25096  1.16000
H  -6.23685  -9.35399  2.72099
O  0.68196  -14.79450  1.27498
S  0.67104  -13.77345  2.30542
O  1.43665  -13.89973  3.54925
O  1.14550  -12.34197  1.58012
C  0.74910  -12.06688  0.23977
C  0.95315  -10.55669  -0.02298
C  -1.12560  -13.39047  2.66802
H  -0.28767  -12.31277  0.01013
H  1.38840  -12.58490  -0.47511
H  1.93339  -10.14686  0.22046
H  0.25228  -9.90390  0.49736
H  0.68654  -10.36033  -1.06147
H  -1.17877  -12.35025  2.98931
H  -1.43852  -14.11525  3.41961
H  -1.61180  -13.61152  1.71785
O  -7.59927  -8.72662  -1.91549
S  -6.54554  -7.90895  -2.48611
O  -5.17300  -7.98974  -1.98990
O  -6.47866  -8.20043  -4.16403
C  -5.54503  -7.46890  -4.94486
C  -4.75340  -8.52541  -5.78402
C  -7.00172  -6.04479  -2.54111
H  -4.88933  -6.80002  -4.38742
H  -6.11833  -6.86199  -5.64565
H  -4.17402  -9.10448  -5.06492
H  -4.10055  -8.12152  -6.55782
H  -5.48196  -9.18737  -6.25210
H  -6.17862  -5.47795  -2.97618
H  -7.25681  -5.80945  -1.50784
H  -7.85032  -5.85001  -3.19689
O  -6.82209  -10.84787  -7.54262
S  -6.41948  -12.22076  -7.58737
O  -5.49580  -12.67287  -8.63911
O  -5.79620  -12.72575  -6.12334
C  -5.61288  -14.12102  -5.86876
C  -4.39016  -14.25086  -4.90387
C  -8.04257  -13.26166  -7.66577
H  -5.48205  -14.66985  -6.80138
H  -6.44419  -14.59854  -5.35012
H  -4.46130  -13.56835  -4.05699
H  -3.52032  -13.87808  -5.44473
H  -4.23977  -15.24644  -4.48636
H  -8.37476  -13.24729  -8.70382
H  -8.63884  -12.72334  -6.92905
H  -7.82325  -14.28829  -7.37246
O  2.58276  -5.09713  -3.68894
S  2.50528  -5.97089  -2.49447
O  1.94402  -5.47859  -1.25831
O  1.64534  -7.31619  -2.98990
C  2.09225  -7.83779  -4.27534
C  1.16945  -9.03045  -4.66266
C  4.13092  -6.72422  -2.17826
H  3.12541  -8.14937  -4.12170
H  2.04669  -7.08939  -5.06650
H  0.11155  -8.77642  -4.59604
H  1.31115  -9.84876  -3.95670
H  1.38706  -9.37589  -5.67332
H  4.10052  -7.76140  -1.84443
H  4.69264  -6.14185  -1.44792
H  4.69359  -6.60363  -3.10398
O  -0.14684  -13.22428  -9.89884
S  0.74580  -14.39209  -9.86543
O  2.04751  -14.26057  -9.23426
O  -0.03775  -15.70643  -9.18204
C  -1.43768  -15.70347  -9.08695
C  -2.11832  -14.92686  -7.99431
C  0.94056  -15.09006  -11.57477
H  -1.70200  -16.76069  -9.06353
H  -1.77005  -15.31304  -10.04883
H  -3.17184  -15.20344  -8.03562
H  -1.97762  -13.84600  -7.98774
H  -1.89294  -15.38545  -7.03151
H  0.81265  -16.17029  -11.50512
H  1.87428  -14.80554  -12.05986
H  0.05246  -14.82171  -12.14693
O  -0.06508  -17.24967  -2.65612
S  0.68930  -18.31430  -1.98316
O  0.18568  -19.67586  -1.96230
O  2.24322  -18.39444  -2.62396
C  3.24005  -19.25957  -2.16493
C  4.16947  -19.58137  -3.33505
C  1.02697  -17.75668  -0.31486
H  2.64398  -20.15010  -1.96549
H  3.71874  -18.92019  -1.24636
H  3.65700  -20.01559  -4.19350
H  4.95053  -20.26844  -3.00953
H  4.42889  -18.58274  -3.68651
H  1.68327  -18.48766  0.15741
H  0.06346  -17.76064  0.19479
H  1.48168  -16.77904  -0.47469
O  3.88638  -12.40937  -1.35394
S  3.93825  -11.80630  -2.71936
O  3.44406  -10.41619  -2.86866
O  5.52596  -11.83228  -3.19868
C  5.82041  -11.09317  -4.33754
C  6.74685  -11.88691  -5.27801
C  3.30011  -12.95798  -4.00840
H  6.39957  -10.25670  -3.94640
H  4.98547  -10.82301  -4.98406
H  7.19093  -11.21792  -6.01512
H  6.25038  -12.61931  -5.91457
H  7.57597  -12.28677  -4.69426
H  3.94107  -13.82482  -4.16915
H  3.22961  -12.51561  -5.00211
H  2.32547  -13.36158  -3.73403
C  -1.27170  -20.25904  -6.52646
O  -1.88207  -19.01462  -6.82994
H  -1.34247  -20.89552  -7.40850
H  -0.26305  -20.19993  -6.11754
H  -1.88553  -20.78005  -5.79171
H  -1.65083  -18.46503  -6.07756
C  -1.56032  -8.18774  -1.81164
O  -2.56785  -8.52914  -2.76047
H  -1.78779  -7.34326  -1.16110
H  -1.33376  -9.02143  -1.14701
H  -0.68763  -7.82690  -2.35598
H  -3.40352  -8.24077  -2.38619
C  -2.06436  -10.96442  -5.40818
O  -1.77675  -10.96904  -4.07255
H  -1.49465  -11.74718  -5.90900
H  -3.12807  -11.13262  -5.57647
H  -1.82504  -9.99076  -5.83575
H  -2.09495  -10.11878  -3.76044
C  -6.05408  -14.23332  -0.59585
O  -6.82648  -15.32420  -0.17045
H  -5.76901  -14.32155  -1.64420
H  -6.60419  -13.30142  -0.46520
H  -5.12756  -14.11785  -0.03342
H  -7.12912  -15.06490  0.70292
C  1.41696  -17.55886  -6.47595
O  2.06287  -16.91754  -5.31934
H  1.82739  -17.17954  -7.41178
H  1.63142  -18.62475  -6.39859
H  0.32811  -17.53601  -6.43164
H  1.49380  -16.86878  -4.54772
C  -2.87917  -17.83949  -4.16699
O  -1.84468  -17.06181  -4.68664
H  -3.57456  -18.23079  -4.90957
H  -2.42881  -18.66050  -3.60911
H  -3.45639  -17.27543  -3.43436
H  -1.26801  -16.81093  -3.96131
C  4.95956  -15.59148  -2.07065
O  3.58228  -15.18518  -1.82739
H  5.13033  -16.36251  -2.82194
H  5.33772  -14.67123  -2.51587
H  5.52596  -15.72615  -1.14916
H  3.56842  -14.39193  -1.28686
C  -2.07492  -15.77603  -0.79355
O  -2.26290  -16.96605  -0.11920
H  -1.18974  -15.22458  -0.47660
H  -2.05103  -15.84843  -1.88088
H  -2.92973  -15.12749  -0.60172
H  -3.12767  -17.32449  -0.33202
C  4.27395  -15.26844  -6.70930
O  4.69112  -16.29319  -5.85715
H  3.41781  -14.76049  -6.26532
H  5.15600  -14.65336  -6.88754
H  3.95320  -15.67968  -7.66643
H  3.88146  -16.67131  -5.50633
C  -0.60129  -14.02589  -3.50009
O  -0.29011  -12.81099  -2.86376
H  -1.65678  -14.21030  -3.30006
H  -0.48123  -14.01732  -4.58342
H  0.02426  -14.80624  -3.06667
H  -0.84918  -12.10008  -3.18570
C  2.74858  -11.10436  -7.47037
O  3.44765  -12.27838  -7.83109
H  2.72301  -10.41426  -8.31370
H  1.69752  -11.21890  -7.20530
H  3.29023  -10.57670  -6.68533
H  2.90899  -12.96674  -8.22807

Calculated values
Total charge: 0
HOMO level in eV: -9.5
Spin multiplicity: 1
E in eV: -196379.92107

Which of these has the lowest HOMO level? C34H99N8O10

E of number 1 (C34H99N8O10)? -69175.40935 eV